C25H17Br2CeCl5IN3O3 | ωB97M-V/def2-TZVPD

```
57
Properties=species:S:1:pos:R:3:forces:R:3
Ce -0.199 -0.066 -0.112 -1.4 -3.0 0.9
I -3.514 -0.067 -0.350 -0.3 -0.1 0.0
Br -1.224 -2.531 -6.874 0.0 -0.1 -0.2
Br 0.688 -7.090 -0.837 0.1 -0.2 0.0
Cl 4.364 -2.310 4.718 0.0 0.0 0.0
Cl 2.284 -1.873 -0.232 0.0 0.1 -0.1
Cl 4.488 -2.937 1.645 0.0 0.1 0.1
Cl -0.340 0.213 4.006 0.0 -0.1 -0.1
Cl 1.947 -0.702 5.858 0.0 0.0 0.0
O 0.183 4.237 0.115 -0.2 -0.1 -0.1
O 1.551 1.118 -0.931 0.3 0.6 -0.1
O -0.481 1.928 -1.123 0.3 1.2 -0.4
N -0.752 -2.722 -0.442 -0.1 0.3 0.3
N -0.774 -1.019 -2.534 0.1 0.2 0.0
N -1.877 1.617 1.380 0.1 -0.1 0.0
C 1.253 3.459 -0.385 0.1 -0.1 -0.2
C 0.756 2.101 -0.868 0.3 1.4 -0.6
C -0.806 -2.809 -4.099 0.0 -0.2 -0.1
C -1.046 -1.910 -5.123 0.0 -0.1 -0.1
C 3.186 -2.028 2.309 0.1 -0.1 -0.1
C 1.035 -0.618 3.302 0.0 0.1 0.3
C -0.637 -3.503 0.634 0.0 0.1 0.0
C -0.485 -3.241 -1.642 0.0 0.2 -0.3
C 1.068 -0.819 1.933 0.2 -0.1 0.4
C -0.675 -2.325 -2.812 -0.1 -0.1 0.3
C -4.201 2.207 1.519 0.0 0.1 0.1
C 2.032 -1.046 4.177 0.0 0.0 0.1
C -3.890 3.215 2.422 -0.1 0.0 0.0
C 0.080 -5.333 -0.668 0.0 -0.1 -0.1
C -0.055 -4.544 -1.798 0.1 -0.1 -0.2
C 1.919 4.140 -1.579 0.2 0.1 0.0
C -2.569 3.413 2.789 0.0 0.1 0.1
C -1.596 2.597 2.249 0.1 0.0 -0.1
C -0.229 -4.823 0.575 0.0 0.1 0.2
C -1.020 -0.165 -3.535 0.1 -0.1 0.0
C 2.164 -1.536 1.508 0.1 -0.1 -0.2
C 2.213 3.256 0.773 0.2 0.0 0.0
C 3.121 -1.763 3.672 0.0 0.0 0.1
C -3.144 1.460 1.044 -0.1 -0.1 -0.1
C -1.165 -0.561 -4.849 0.0 0.2 0.0
H -1.363 0.163 -5.629 0.0 -0.1 0.1
H 1.752 2.688 1.586 -0.1 0.0 0.0
H -0.140 -5.418 1.475 0.0 0.0 -0.1
H -4.679 3.836 2.833 0.1 -0.1 0.0
H -0.747 -3.867 -4.311 0.0 0.0 0.0
H 2.821 3.606 -1.889 -0.1 0.0 0.0
H 1.240 4.196 -2.433 0.0 0.0 0.1
H 2.188 5.154 -1.285 0.0 0.0 0.0
H -1.088 0.880 -3.267 0.0 0.1 0.1
H 3.099 2.714 0.447 0.0 0.0 0.0
H 2.505 4.232 1.159 0.0 0.0 0.0
H 0.197 -4.945 -2.772 0.0 0.0 0.1
H -5.216 2.013 1.202 0.1 0.0 0.0
H -2.287 4.190 3.486 0.0 0.0 0.0
H -0.557 2.720 2.520 0.0 0.0 0.0
H -0.860 -3.048 1.591 0.0 0.0 0.0
H -0.517 4.266 -0.548 0.0 0.0 0.0
```
Forces are in eV/Å.

Its total charge is +1. Its spin multiplicity is 2. Its total energy is -9574.60891 Ha. As for the lowest unoccupied orbital energy (alpha / beta): -3.39 / -3.39 eV. The calculation puts the highest occupied orbital energy (alpha / beta) at -11.2 / -11.2 eV. Its energy relative to the best compared isomer or geometry (same formula, charge and spin) is 0.483 eV. Its expectation value of S² is 0.7507.

***

C25H17Br2F5I2MnN5O3 | ωB97M-V/def2-TZVPD

```
60
Properties=species:S:1:pos:R:3:forces:R:3
I 1.567 7.225 -1.726 0.0 0.0 0.0
I -2.019 4.301 2.029 0.0 -0.1 0.0
Br -5.894 -1.693 3.450 0.0 0.0 0.0
Br -1.073 -7.113 0.768 0.0 0.0 0.0
Mn -0.149 -0.165 -0.161 -0.6 -0.9 -0.2
F -3.494 -0.709 -1.166 0.0 -0.1 0.1
F -1.304 -1.518 -2.489 0.0 -0.1 -0.1
F -3.320 0.116 -3.142 0.0 0.0 -0.2
F -0.740 0.570 -2.912 -0.3 -0.1 -0.2
F -2.968 1.372 -1.429 0.0 0.1 0.1
O 1.869 -1.355 -2.037 0.0 -0.2 -0.2
O 0.710 0.690 2.575 0.0 -0.1 -0.1
O -0.696 1.833 0.447 0.2 0.0 0.2
N -0.458 -2.558 0.014 -0.4 0.2 0.2
N 1.640 -0.932 -0.854 0.3 0.4 0.2
N 1.115 1.743 -1.499 0.2 0.1 0.1
N 1.040 -0.027 1.419 0.4 0.1 0.4
N -1.932 -0.677 1.209 -0.1 -0.1 0.0
C 1.287 4.159 -1.572 0.0 -0.1 0.0
C 3.900 -1.694 -0.238 0.0 0.0 0.0
C 2.583 -1.054 0.060 0.0 -0.1 0.0
C -0.233 2.946 0.015 -0.1 0.0 0.0
C 2.565 2.783 -3.072 -0.1 0.1 0.1
C -2.731 0.286 1.669 -0.1 -0.1 0.1
C -3.913 0.046 2.353 0.0 -0.3 0.0
C -2.758 0.141 -1.921 0.1 0.0 0.1
C -0.618 4.203 0.482 0.0 -0.1 0.1
C -0.835 -5.260 0.441 0.2 0.0 -0.1
C 2.226 4.026 -2.618 0.0 0.0 0.0
C -0.092 5.399 -0.022 0.1 0.0 -0.1
C -2.306 -1.952 1.412 0.1 0.4 0.0
C 1.975 1.651 -2.481 0.0 0.1 0.0
C 0.278 -3.461 -0.629 0.0 -0.1 0.0
C 2.256 -0.458 1.335 -0.3 0.2 0.1
C -1.630 -4.349 1.100 0.1 0.2 0.0
C -1.426 -2.993 0.833 0.3 -0.1 -0.2
C 0.836 5.386 -1.025 0.0 0.2 0.1
C 3.273 -0.290 2.420 0.0 0.0 0.0
C -1.268 -0.243 -1.906 -0.1 0.1 -0.1
C 0.123 -4.830 -0.459 -0.1 0.0 0.2
C 0.758 2.959 -1.045 0.0 0.0 -0.1
C -4.283 -1.273 2.547 0.0 0.3 0.0
C -3.487 -2.291 2.072 0.2 0.1 -0.1
H -2.375 -4.686 1.801 0.0 0.0 0.0
H 4.276 -2.253 0.619 0.0 0.0 0.0
H 2.198 0.652 -2.836 0.0 -0.1 0.1
H 4.267 -0.184 1.990 0.0 0.0 0.0
H -0.433 6.338 0.390 0.0 0.0 0.0
H -3.795 -3.317 2.186 0.0 0.0 0.0
H 1.007 -3.070 -1.329 0.0 0.1 -0.1
H 0.738 -5.524 -1.010 0.0 0.0 0.0
H 3.282 -1.161 3.079 0.0 0.0 0.0
H 3.770 -2.366 -1.086 0.0 0.0 0.0
H -4.517 0.870 2.698 0.0 0.0 0.0
H 4.662 -0.962 -0.523 0.0 0.0 0.0
H -0.001 1.270 2.232 0.2 -0.1 0.0
H 2.661 4.914 -3.058 0.0 0.0 0.0
H 3.273 2.662 -3.880 0.0 0.0 0.0
H -2.416 1.293 1.458 0.1 0.2 0.0
H 3.035 0.583 3.021 0.0 0.0 0.0
```
Forces are in eV/Å.

Its total charge is -1. Its spin multiplicity is 2. Its total energy is -8856.16174 Ha. As for the lowest unoccupied orbital energy (alpha / beta): 1.80 / 1.80 eV. The calculation puts the highest occupied orbital energy (alpha / beta) at -4.6 / -4.4 eV. Its energy relative to the best compared isomer or geometry (same formula, charge and spin) is 0.733 eV. Its expectation value of S² is 1.2120.

***

C25H17Cl2O2PPt | ωB97M-V/def2-TZVPD

```
48
Properties=species:S:1:pos:R:3:forces:R:3
Pt -0.218 0.583 0.498 -0.1 -0.5 0.1
Cl 6.012 -1.027 3.461 0.0 0.0 0.0
Cl 3.989 2.387 -0.199 0.0 -0.1 0.1
P -2.258 0.971 1.206 -0.2 0.2 0.2
O 1.695 0.417 -0.191 0.8 1.4 -0.7
O 0.281 -1.521 0.830 -0.1 -0.3 0.3
C 0.158 3.608 0.089 -0.2 0.2 0.0
C -3.741 0.433 0.319 -0.1 0.1 0.0
C -1.927 2.709 0.915 0.0 0.2 0.0
C 3.832 0.947 0.754 0.1 0.1 -0.1
C -0.415 4.870 0.185 0.1 0.0 0.0
C -2.034 -0.477 3.553 0.0 0.1 0.1
C -2.511 3.967 0.986 -0.1 -0.1 0.1
C -3.112 0.098 5.624 0.0 0.0 0.0
C -0.619 2.517 0.467 0.3 -0.2 -0.3
C -1.730 5.053 0.621 0.0 0.0 0.0
C -3.418 1.492 3.692 0.0 0.0 0.0
C -5.649 -1.013 0.080 0.0 0.0 0.0
C -4.092 1.084 -0.862 0.0 0.0 0.0
C -4.523 -0.619 0.787 0.0 0.0 0.0
C 3.592 -1.376 2.296 0.0 -0.1 0.0
C -6.000 -0.359 -1.092 0.0 0.0 0.0
C 2.562 -0.993 1.433 -0.3 0.0 0.0
C -5.221 0.690 -1.563 0.0 0.0 0.0
C 4.831 0.573 1.620 0.0 0.0 0.0
C 4.710 -0.588 2.390 0.1 0.0 0.0
C -3.670 1.222 5.027 0.0 0.0 0.0
C 1.360 -1.814 1.346 0.6 0.2 0.2
C 2.656 0.179 0.626 -0.7 -1.0 0.3
C -2.297 -0.749 4.890 0.0 0.0 -0.1
C -2.600 0.643 2.951 0.0 0.0 -0.1
H -2.142 6.053 0.667 0.0 0.0 0.0
H -5.492 1.200 -2.478 0.0 0.0 0.0
H 1.168 3.478 -0.277 0.0 0.0 0.0
H -4.261 -1.125 1.708 0.0 0.0 0.0
H -6.255 -1.831 0.448 0.0 0.0 0.0
H -1.852 -1.617 5.359 0.0 0.0 0.0
H -6.883 -0.664 -1.639 0.0 0.0 0.0
H -1.368 -1.116 2.984 0.0 0.0 0.0
H 0.168 5.739 -0.096 0.0 0.0 0.0
H -4.298 1.888 5.604 0.0 0.0 0.0
H -3.537 4.105 1.305 0.0 0.0 0.0
H 1.448 -2.800 1.830 -0.1 -0.1 -0.1
H 5.721 1.183 1.703 0.0 0.0 0.0
H -3.308 -0.111 6.668 0.0 0.0 0.0
H 3.506 -2.284 2.882 0.0 0.0 0.0
H -3.853 2.369 3.227 0.0 0.0 0.0
H -3.480 1.898 -1.231 0.0 0.0 0.0
```
Forces are in eV/Å.

Its total energy is -2494.42675 Ha. As for the lowest unoccupied orbital energy: -0.35 eV. The calculation puts the highest occupied orbital energy at -8.0 eV. Its energy relative to the best compared isomer or geometry (same formula, charge and spin) is 0.420 eV.

***

C25H17FeN6O8 | ωB97M-V/def2-TZVPD

```
57
Properties=species:S:1:pos:R:3:forces:R:3
Fe 2.989 -0.597 -0.872 -2.5 -1.6 -0.3
O 2.738 -3.870 -3.465 0.2 0.2 -0.2
O 2.055 -1.799 3.097 0.2 0.3 0.0
O 3.266 1.331 -1.832 0.9 -1.9 2.3
O 1.298 2.773 -5.609 0.3 0.4 0.0
O -0.187 1.363 -6.471 0.0 0.0 0.0
O 2.753 2.756 -3.463 0.3 -0.1 0.4
O 3.568 -2.108 -2.348 0.8 3.0 0.5
O 3.085 -0.882 1.329 1.1 2.2 -2.0
N 1.276 -0.403 -2.593 0.9 -0.1 0.2
N 0.893 0.172 0.126 1.1 0.0 -0.2
N 0.091 -0.440 -4.428 0.2 0.3 0.1
N -2.191 3.312 2.757 0.3 -0.1 -0.2
N -3.103 1.295 3.024 0.6 -0.5 -0.4
N 2.452 -2.841 -0.182 0.5 1.0 -0.2
C 2.611 1.701 -2.844 -1.5 -0.2 -1.5
C 3.001 -3.229 -2.470 -1.1 -1.8 1.2
C 0.804 0.729 -4.465 0.4 0.2 0.4
C 2.492 -5.429 0.656 0.0 0.1 -0.1
C -3.897 4.635 4.059 0.0 0.2 0.0
C -0.009 2.115 1.158 -0.3 -0.3 0.1
C -1.083 -0.001 1.438 0.0 0.4 0.0
C -2.112 1.966 2.490 -0.7 0.2 0.5
C -5.615 3.180 4.957 -0.1 -0.1 0.1
C 0.606 1.664 -5.610 -0.1 -0.2 0.1
C -0.093 -0.548 0.651 -0.2 -0.2 0.0
C 0.399 -1.096 -3.293 0.0 -0.2 0.1
C 2.391 -3.094 1.112 0.1 0.4 0.6
C 0.940 1.472 0.390 0.0 0.3 0.0
C -3.870 2.209 3.679 0.1 1.0 0.1
C 1.558 0.729 -3.310 -0.1 0.3 -0.5
C -3.309 3.502 3.517 -0.6 -0.5 0.3
C -5.064 4.453 4.770 0.1 0.1 0.0
C -1.061 1.372 1.699 0.7 -0.4 -0.6
C 2.403 -4.400 1.585 -0.2 0.2 -0.1
C -5.035 2.050 4.427 0.0 0.1 -0.1
C 2.631 -3.801 -1.070 0.2 0.0 -0.8
C -0.184 -2.403 -2.911 0.0 -0.1 -0.1
C 2.641 -5.136 -0.695 -0.2 0.2 0.0
C 2.497 -1.803 1.967 -0.8 -2.1 0.1
H -1.554 4.030 2.458 0.0 -0.1 0.0
H 0.086 3.175 1.325 0.1 0.1 0.0
H -5.459 1.072 4.577 -0.1 -0.2 0.0
H -3.462 5.613 3.925 0.0 0.1 0.0
H 2.489 -6.457 0.986 0.1 -0.1 0.0
H 1.769 2.019 -0.039 0.0 0.1 0.0
H 0.163 -2.672 -1.918 0.0 0.0 0.0
H 0.131 -3.180 -3.609 0.0 0.0 0.1
H -1.272 -2.357 -2.909 -0.1 0.0 0.0
H -0.529 -0.715 -5.177 0.0 0.0 0.1
H -1.874 -0.599 1.855 -0.1 -0.1 0.0
H -0.088 -1.605 0.426 0.0 -0.1 0.0
H 1.911 2.875 -4.808 -0.3 -0.3 -0.1
H 2.363 -4.592 2.644 0.0 0.1 0.1
H 2.779 -5.908 -1.433 0.0 0.0 -0.1
H -5.560 5.308 5.203 0.0 0.1 0.0
H -6.520 3.094 5.537 -0.1 0.0 0.1
```
Forces are in eV/Å.

Its spin multiplicity is 6. Its total energy is -3157.19773 Ha. As for the lowest unoccupied orbital energy (alpha / beta): -0.84 / -3.24 eV. The calculation puts the highest occupied orbital energy (alpha / beta) at -8.9 / -8.9 eV. Its expectation value of S² is 8.7602.